P.
The following is a DFT calculation (ωB97M-V/def2-TZVPD) of a molecular structure, C2H13NO4.

Output
* spin multiplicity: 1
* LUMO level: -5.509 eV
* E_HOMO: -9.075 eV

XYZ file:
```
20
C2H13NO4 (ωB97M-V/def2-TZVPD)
C -2.714 1.405 0.945
N -2.554 0.793 -0.403
C 0.165 -2.011 -1.136
O -0.899 -1.238 -0.706
H -3.720 1.117 1.444
H -2.576 2.529 0.914
H -1.829 1.006 1.619
H -1.998 -0.117 -0.454
H 0.640 -2.531 -0.324
H -0.214 -2.754 -1.898
H 0.943 -1.321 -1.585
H 1.263 0.732 1.150
H 2.692 2.075 -0.211
O 2.636 1.233 0.384
H 2.776 0.050 -0.091
H 4.037 -0.984 -0.333
O 2.972 -1.032 -0.286
H -2.242 1.340 -1.193
H 0.208 -0.472 0.718
O 0.414 0.180 1.447
```

***

Q.
The following is a DFT calculation (ωB97M-V/def2-TZVPD) of 4 unconnected molecules or ions with the total composition C2H13NO4.

Output
* spin multiplicity: 1
* LUMO level: 0.633 eV
* E_HOMO: -8.839 eV

XYZ file:
```
20
C2H13NO4 (ωB97M-V/def2-TZVPD)
C 1.598 -0.682 0.114
N 1.137 -1.624 -0.897
C -0.174 -2.158 -0.805
O -1.262 -1.341 -1.210
H 1.736 0.313 -0.319
H 0.836 -0.625 0.893
H 2.589 -0.916 0.503
H 1.829 -2.240 -1.246
H -0.350 -2.483 0.230
H -0.269 -3.080 -1.370
H -1.018 -0.881 -2.019
H 0.094 3.230 0.804
H 0.316 2.364 -0.516
O 0.733 2.931 0.163
H -2.030 0.639 -0.580
H -2.801 1.353 -1.646
O -2.017 1.457 -1.086
H 0.504 1.416 2.892
H 0.142 0.844 4.163
O 0.359 0.552 3.292
```

***

Out of the structures above, which one is the most stable? Solution: Q.